81
Properties=species:S:1:pos:R:3:forces:R:3:mulliken_charge:R:1 method="wB97M-V/def2-TZVPD" charge=+3 homo_lumo_gap_ev=4.20 largest_force_ev_per_a=2.8 homo_energy_ev=-15.49 e_lumo_ha=-0.41464
Bi -0.144 -0.158 -0.650 0.746 0.264 1.603 1.34
P -0.207 -1.442 -3.018 -0.134 -0.511 -0.888 0.50
P 2.056 1.524 -1.083 1.567 0.910 -0.438 0.52
P -2.642 -0.840 0.376 -1.737 -0.604 0.664 0.60
H -0.556 3.630 0.541 -0.309 -0.203 0.404 0.23
C -1.186 3.133 1.291 0.244 -0.373 0.437 -0.27
C -0.713 2.886 2.517 -0.089 -0.232 -0.717 -0.96
H 0.301 3.192 2.778 -0.277 -0.150 0.169 0.32
C -1.114 -0.400 -4.206 -0.165 0.500 0.154 -0.96
C 1.500 -1.704 -3.615 0.113 -0.074 0.266 -0.94
C -1.136 -3.002 -2.796 0.173 -0.052 0.241 -1.03
C 2.488 2.806 0.139 -0.166 0.032 0.353 -1.14
C 3.668 0.690 -1.328 0.047 -0.120 -0.086 -1.24
C 1.882 2.530 -2.590 -0.218 -0.009 -0.246 -1.10
C -3.249 -0.075 1.916 0.320 0.167 0.186 -1.22
C -2.889 -2.619 0.714 -0.006 -0.068 -0.029 -1.29
C -4.005 -0.415 -0.744 -0.131 0.101 -0.393 -1.08
H -2.224 2.903 1.005 0.574 0.165 0.210 0.54
H -1.326 2.357 3.245 0.211 0.342 0.082 0.31
H -1.176 -0.845 -5.217 0.171 -0.057 0.508 0.51
H -0.607 0.584 -4.284 -0.344 -0.502 0.029 0.29
H -2.146 -0.242 -3.827 0.573 -0.027 -0.236 0.26
H 1.525 -2.230 -4.582 -0.150 0.151 0.282 0.52
H 2.055 -2.304 -2.869 -0.203 0.251 -0.381 0.30
H 1.993 -0.720 -3.728 -0.268 -0.454 0.020 0.26
H -1.201 -3.578 -3.730 0.085 0.238 0.197 0.52
H -2.159 -2.764 -2.449 0.483 -0.076 -0.199 0.26
H -0.627 -3.616 -2.031 -0.253 0.178 -0.352 0.33
H 3.163 3.513 -0.370 -0.205 -0.191 0.274 0.48
H 3.008 2.364 1.002 -0.196 0.183 -0.245 0.40
H 1.591 3.337 0.490 0.393 -0.115 -0.121 0.15
H 4.354 1.414 -1.797 -0.123 -0.326 0.172 0.51
H 3.557 -0.189 -1.984 0.195 0.331 0.222 0.28
H 4.086 0.376 -0.358 -0.113 0.089 -0.382 0.36
H 2.767 3.184 -2.682 -0.387 -0.274 -0.047 0.52
H 0.969 3.143 -2.525 0.327 -0.178 -0.115 0.34
H 1.815 1.872 -3.472 0.021 0.333 0.170 0.33
H -4.325 -0.297 1.969 0.308 0.102 0.096 0.48
H -3.091 1.011 1.907 -0.137 -0.296 0.027 0.21
H -2.743 -0.506 2.789 -0.133 0.144 -0.150 0.38
H -3.973 -2.798 0.774 0.312 -0.086 0.024 0.48
H -2.423 -2.894 1.672 -0.181 0.039 -0.336 0.42
H -2.463 -3.229 -0.093 -0.180 0.015 0.254 0.29
H -4.955 -0.696 -0.259 0.340 0.079 -0.266 0.54
H -3.895 -0.963 -1.690 -0.187 0.151 0.157 0.29
H -3.995 0.668 -0.963 -0.114 -0.585 0.142 0.30
C -2.966 4.295 -1.863 -0.084 2.593 0.990 0.85
C -2.590 5.099 -0.757 -0.129 -0.484 0.129 -0.04
C -3.192 6.347 -0.503 0.092 -0.225 -0.272 -0.71
C -4.122 6.875 -1.413 0.279 -0.378 0.081 -0.46
C -4.405 6.163 -2.587 0.379 -0.408 0.158 -0.59
C -3.828 4.897 -2.822 0.316 -1.055 0.181 -0.73
Se -2.341 2.456 -2.056 0.509 -0.603 -0.070 0.16
H -1.554 1.987 -0.770 -1.042 1.189 -1.016 -0.31
H -1.840 4.717 -0.053 -0.742 0.600 -0.519 0.13
H -2.927 6.906 0.417 -0.144 -0.455 -0.780 0.38
H -4.601 7.838 -1.203 0.203 -0.445 -0.197 0.41
H -5.085 6.581 -3.337 0.321 -0.234 0.316 0.39
H -4.047 4.339 -3.742 -0.142 0.395 0.364 0.34
C 0.457 -2.513 2.009 0.086 -0.626 0.514 -0.60
N 1.322 -1.572 1.195 -0.195 -0.118 -0.397 0.42
C 2.322 -2.400 0.414 0.731 -0.556 0.520 -0.57
N 3.127 -3.270 1.295 -1.078 0.550 -0.166 0.17
C 2.191 -4.171 2.025 -0.113 0.361 -0.063 -0.65
N 1.257 -3.393 2.874 0.190 0.732 -0.631 0.17
C 2.054 -2.570 3.822 -0.315 0.161 -0.251 -0.69
N 2.920 -1.617 3.094 -0.653 -0.126 -0.933 0.14
C 2.078 -0.761 2.235 0.565 0.025 0.357 -0.99
C 3.851 -2.411 2.253 -0.199 0.163 0.017 -0.70
H -0.145 -3.134 1.331 0.229 0.153 0.067 0.05
H -0.216 -1.903 2.639 0.265 -0.162 -0.270 0.26
H 3.008 -1.726 -0.131 -0.384 -0.173 0.244 0.08
H 1.773 -3.032 -0.301 0.056 0.160 0.184 0.23
H 2.763 -4.856 2.670 -0.232 0.181 -0.382 0.35
H 1.585 -4.722 1.280 0.446 -0.002 0.398 0.32
H 1.359 -1.996 4.460 0.376 -0.375 -0.074 0.32
H 2.699 -3.242 4.411 -0.411 0.358 -0.060 0.36
H 2.709 -0.017 1.717 -0.214 -0.340 0.178 0.28
H 1.332 -0.247 2.863 0.290 -0.112 -0.271 0.37
H 4.457 -3.046 2.921 -0.104 0.368 -0.405 0.35
H 4.474 -1.714 1.670 0.055 -0.314 0.342 0.35


81
Properties=species:S:1:pos:R:3:forces:R:3:mulliken_charge:R:1 method="wB97M-V/def2-TZVPD" relative_energy_kcal_mol=6.93 spin_multiplicity=2 charge=+3 homo_lumo_gap_ev="5.62 / 5.64" largest_force_ev_per_a=3.0 homo_energy_ev="-15.53 / -15.53" e_lumo_ha="-0.36401 / -0.36348"
Ce -0.296 0.237 -0.505 1.606 0.857 2.377 -0.36
P 2.063 1.158 0.827 1.293 0.747 0.753 1.03
P -1.763 2.411 0.228 -1.431 1.548 0.504 0.86
P 1.227 1.946 -2.655 -0.043 0.116 -0.289 0.63
H 1.008 -4.479 0.853 -0.156 0.673 -0.232 0.38
C 1.505 -3.879 0.082 -0.035 0.528 -0.434 -0.58
C 2.479 -2.992 0.348 -0.629 0.630 0.059 -0.36
H 2.564 -2.467 1.313 0.539 -1.140 -0.089 0.17
C 2.569 0.536 2.472 -0.155 -0.277 0.131 -1.37
C 2.106 2.963 1.195 -0.222 0.004 -0.172 -1.26
C 3.650 0.944 -0.052 -0.073 -0.148 -0.213 -1.07
C -3.365 1.854 -0.526 0.189 -0.126 -0.087 -1.28
C -2.159 2.735 1.978 0.128 -0.066 0.655 -0.99
C -1.395 4.031 -0.521 0.211 0.377 -0.255 -1.08
C 2.483 1.013 -3.627 -0.073 -0.185 0.009 -1.08
C 1.959 3.607 -2.463 0.054 0.162 0.222 -1.26
C -0.093 2.279 -3.886 -0.134 -0.016 -0.145 -0.88
H 1.154 -4.002 -0.961 0.786 -0.745 0.608 0.23
H 3.183 -2.652 -0.419 -0.588 0.188 -0.035 0.31
H 2.322 -0.528 2.588 0.152 0.290 0.053 0.15
H 2.066 1.116 3.257 0.183 -0.181 -0.207 0.42
H 3.655 0.666 2.569 -0.296 -0.035 0.096 0.62
H 1.297 3.219 1.895 0.271 -0.018 -0.140 0.31
H 2.002 3.579 0.290 0.093 -0.221 0.335 0.20
H 3.078 3.162 1.673 -0.339 0.093 -0.136 0.50
H 3.828 -0.126 -0.224 0.092 0.259 0.023 0.31
H 4.424 1.347 0.613 -0.030 -0.109 -0.345 0.57
H 3.662 1.468 -1.014 0.067 -0.117 0.279 0.14
H -4.106 2.662 -0.462 0.115 -0.267 -0.058 0.46
H -3.769 0.954 -0.028 0.153 0.404 0.026 0.32
H -3.224 1.582 -1.587 -0.064 0.272 0.219 0.41
H -2.826 3.594 2.143 0.139 -0.216 -0.304 0.60
H -1.231 2.923 2.546 -0.290 0.032 -0.312 0.26
H -2.626 1.851 2.445 0.108 0.289 -0.324 0.17
H -2.208 4.755 -0.371 0.147 -0.263 -0.006 0.56
H -1.205 3.936 -1.603 -0.217 -0.043 0.400 0.18
H -0.475 4.454 -0.084 -0.342 -0.207 0.021 0.32
H 2.492 1.328 -4.681 -0.020 0.019 0.358 0.47
H 2.252 -0.062 -3.592 0.168 0.263 -0.082 0.16
H 3.488 1.158 -3.208 -0.284 -0.037 -0.105 0.45
H 2.163 4.054 -3.453 -0.065 -0.193 0.436 0.49
H 2.901 3.538 -1.890 -0.414 0.158 -0.280 0.40
H 1.238 4.243 -1.915 0.467 -0.184 -0.306 0.28
H 0.366 2.598 -4.832 -0.189 -0.014 0.230 0.48
H -0.761 3.074 -3.531 0.208 -0.126 -0.125 0.33
H -0.708 1.389 -4.070 0.221 0.256 -0.058 0.11
C -0.319 -1.813 -4.109 -0.013 -0.887 -1.441 0.93
C -1.328 -1.606 -5.076 0.120 -0.123 0.206 -0.29
C -1.420 -2.484 -6.156 -0.308 0.617 0.557 -0.81
C -0.532 -3.552 -6.256 0.056 0.226 -0.243 -0.39
C 0.559 -3.668 -5.398 0.044 0.415 0.395 -0.83
C 0.699 -2.769 -4.343 -0.283 -0.518 0.271 -0.35
S -0.249 -0.921 -2.665 -0.640 -0.764 -0.661 0.55
H -1.319 -1.151 -1.676 0.182 -1.553 -2.179 0.02
H -2.010 -0.768 -4.939 -0.073 -0.317 -0.162 0.40
H -2.218 -2.327 -6.881 0.265 -0.173 0.122 0.42
H -0.663 -4.261 -7.061 0.034 -0.081 -0.007 0.44
H 1.276 -4.473 -5.532 -0.025 0.222 -0.010 0.42
H 1.560 -2.829 -3.676 -0.298 -0.122 -0.054 0.43
C -0.559 -1.928 5.366 -0.305 0.209 -0.536 -0.88
N -1.185 -0.620 5.068 -0.144 -0.012 -0.219 0.16
C -2.630 -0.802 4.802 0.339 -0.455 -0.206 -0.96
N -2.887 -1.799 3.723 0.054 0.327 0.179 0.12
C -2.202 -3.065 4.036 0.470 0.347 -0.031 -0.86
N -0.746 -2.864 4.244 -0.201 0.150 -0.277 0.18
C -0.058 -2.418 3.026 0.077 -0.615 0.092 -1.19
P -0.720 -0.811 2.342 0.338 -0.133 0.358 1.49
C -0.514 0.084 3.985 -0.333 0.374 0.243 -1.15
C -2.510 -1.283 2.405 -0.431 -0.026 0.601 -1.23
H -1.051 -2.346 6.259 0.332 0.151 -0.335 0.32
H 0.516 -1.787 5.539 -0.288 -0.023 0.108 0.35
H -3.074 0.166 4.520 0.106 -0.358 0.142 0.39
H -3.099 -1.165 5.728 0.091 0.129 -0.351 0.31
H -2.355 -3.776 3.213 -0.017 0.149 0.244 0.35
H -2.624 -3.478 4.965 0.128 0.129 -0.371 0.32
H 1.011 -2.268 3.241 -0.279 -0.146 -0.003 0.49
H -0.139 -3.176 2.233 -0.001 0.069 0.364 0.21
H -0.914 1.105 3.896 0.117 -0.270 0.174 0.35
H 0.560 0.158 4.208 -0.384 -0.091 -0.088 0.56
H -2.687 -2.062 1.653 -0.050 0.078 0.039 0.57
H -3.145 -0.420 2.163 0.016 -0.153 0.020 0.48